Record 1
C21H24IrN3O7 | wB97M-V/def2-TZVPD

Atoms and positions in Å:
1 Ir 0.1030 -0.5531 -0.5420
2 C 2.6726 -2.2107 -2.2315
3 O 2.4534 -0.9830 -1.5521
4 C 3.4974 -0.5862 -0.6756
5 C 3.1768 -0.9342 0.7737
6 O 1.9921 -0.2253 1.0992
7 C 1.7145 -0.1639 2.4878
8 H 3.5946 -2.1438 -2.8152
9 H 1.8301 -2.3366 -2.9084
10 H 2.7283 -3.0646 -1.5506
11 H 3.5624 0.5019 -0.7581
12 H 4.4427 -1.0425 -0.9740
13 H 3.9978 -0.6139 1.4264
14 H 3.0278 -2.0161 0.8928
15 H 2.5285 0.3427 3.0158
16 H 1.5790 -1.1597 2.9199
17 H 0.7918 0.4026 2.5951
18 N -3.4667 0.2051 -3.0672
19 C -2.2667 -0.0176 -2.5431
20 O -2.1425 -0.5523 -1.4345
21 C -1.0615 0.3007 -3.3985
22 C 0.1443 0.6390 -2.5584
23 H -4.2925 -0.0013 -2.5233
24 H -3.5793 0.7015 -3.9357
25 H -1.2964 1.1280 -4.0784
26 H -0.8560 -0.5873 -4.0054
27 H 0.0551 1.6211 -2.1014
28 H 1.0787 0.5199 -3.0938
29 O -1.8702 2.1566 -0.7251
30 C -1.3261 2.0524 0.3609
31 O -0.6142 1.1061 0.7968
32 C -1.4505 3.2164 1.3428
33 C -0.4072 3.4608 2.2267
34 C -0.4820 4.5491 3.0748
35 C -1.5994 5.3702 3.0181
36 C -2.6433 5.1296 2.1363
37 C -2.5652 4.0419 1.2847
38 N -1.6690 6.5195 3.9115
39 O -0.7492 6.6687 4.6790
40 O -2.6376 7.2322 3.8191
41 H 0.4554 2.8127 2.2349
42 H 0.3033 4.7767 3.7795
43 H -3.4940 5.7947 2.1249
44 H -3.3477 3.8320 0.5719
45 N -0.0319 -8.0340 -0.2819
46 C -0.0646 -6.8896 -0.2480
47 C -0.1012 -5.4764 -0.2549
48 C -0.8012 -4.8216 -1.2726
49 C -0.8425 -3.4425 -1.2863
50 C -0.2028 -2.6871 -0.2988
51 C 0.4300 -3.3649 0.7474
52 C 0.5260 -4.7440 0.7547
53 H -1.3247 -5.3957 -2.0234
54 H -1.4052 -2.9543 -2.0663
55 H 0.8453 -2.8241 1.5852
56 H 1.0603 -5.2562 1.5444

Computed properties:
- HOMO level (alpha / beta): -0.4410 / -0.4409 Eh
- E: -1609.42910 a.u.
- Multiplicity: 2
- Total charge: +1
- Lowest unoccupied orbital energy (alpha / beta): -5.5559 / -5.3040 eV
- Expectation value of S²: 0.79
- Energy above the lowest of the compared OMol25 structures with the same formula, charge and spin: 105.4 kJ/mol

Electronic structure analysis, Mulliken charges in units of e: atom 1 (Ir): 1.509, atom 2 (C): -0.899, atom 3 (O): -0.267, atom 4 (C): -0.661, atom 5 (C): -0.529, atom 6 (O): -0.162, atom 7 (C): -0.843, atom 8 (H): 0.350, atom 9 (H): 0.263, atom 10 (H): 0.350, atom 11 (H): 0.300, atom 12 (H): 0.461, atom 13 (H): 0.517, atom 14 (H): 0.280, atom 15 (H): 0.325, atom 16 (H): 0.371, atom 17 (H): 0.199, atom 18 (N): -0.387, atom 19 (C): 0.726, atom 20 (O): -0.622, atom 21 (C): -0.553, atom 22 (C): -1.019, atom 23 (H): 0.265, atom 24 (H): 0.210, atom 25 (H): 0.528, atom 26 (H): 0.306, atom 27 (H): 0.536, atom 28 (H): 0.336, atom 29 (O): -0.625, atom 30 (C): 0.619, atom 31 (O): -0.751, atom 32 (C): 0.315, atom 33 (C): -0.427, atom 34 (C): -0.550, atom 35 (C): -0.037, atom 36 (C): -0.506, atom 37 (C): -0.466, atom 38 (N): 1.003, atom 39 (O): -0.604, atom 40 (O): -0.602, atom 41 (H): 0.404, atom 42 (H): 0.489, atom 43 (H): 0.493, atom 44 (H): 0.457, atom 45 (N): -0.429, atom 46 (C): -0.132, atom 47 (C): 0.550, atom 48 (C): -0.907, atom 49 (C): 0.130, atom 50 (C): -0.072, atom 51 (C): -0.013, atom 52 (C): -1.045, atom 53 (H): 0.479, atom 54 (H): 0.378, atom 55 (H): 0.461, atom 56 (H): 0.498

---

Record 2
C21H24N2O3 | wB97M-V/def2-TZVPD

Atoms and positions in Å:
1 C -7.6992 -2.2225 -0.3866
2 O -6.2782 -2.4723 -0.0569
3 C -5.4015 -1.3147 -0.0465
4 C -5.8186 -0.1311 -0.3958
5 C -4.8815 0.7098 -0.4485
6 C -3.6643 0.5224 0.1804
7 C -3.3916 -0.8355 0.6395
8 C -4.2846 -1.6725 0.2762
9 H -4.0761 -2.6863 0.5649
10 H -2.2704 -1.0260 0.7833
11 N -2.7686 1.8594 0.2737
12 H -3.0839 2.5770 -0.3721
13 C -1.2633 1.2867 0.2269
14 C -0.6497 1.0036 -0.9265
15 N 0.7498 0.7470 -0.9457
16 C 1.1961 -0.5045 -0.4586
17 O 0.6123 -1.6372 -0.5143
18 C 2.7142 -0.6143 -0.3219
19 C 3.3691 -0.9664 0.7187
20 C 4.5975 -1.1898 1.0633
21 C 5.4563 -0.9026 -0.1749
22 C 4.8609 -0.3043 -1.1231
23 C 3.6137 -0.1197 -1.3851
24 H 3.1597 0.1904 -2.2000
25 H 5.6648 0.0205 -2.3148
26 C 7.0634 -1.0189 0.0053
27 O 7.7235 -0.7754 -0.8382
28 C 7.5557 -1.6136 1.1863
29 H 7.2234 -1.2472 2.2347
30 H 7.0923 -2.7960 1.3715
31 H 8.6065 -1.7739 1.0674
32 H 4.9680 -1.6517 1.7537
33 H 2.6160 -1.3070 1.5965
34 C 1.4231 1.8742 -0.5513
35 H 1.2356 2.6292 -1.3555
36 C 0.9482 2.8094 0.8084
37 C -0.5785 2.8034 0.5084
38 H -0.8357 3.5481 0.1662
39 H -1.0164 3.2216 1.6406
40 H 1.0264 2.0629 1.6940
41 H 1.4780 3.4856 1.1183
42 H 2.3785 1.8961 -0.2069
43 H -0.9692 1.5637 -1.7605
44 H -1.1448 -0.2024 -1.1719
45 H -1.1894 0.8142 1.0726
46 H -5.0105 1.8358 -0.5842
47 H -6.7812 0.0609 -0.6614
48 H -8.1281 -1.6578 0.2259
49 H -8.2300 -3.0930 -0.5233
50 H -7.9177 -1.7854 -1.4519

Computed properties:
- HOMO level: -0.2932 Eh
- E: -1149.14749 a.u.
- Multiplicity: 1
- Lowest unoccupied orbital energy: 0.0242 eV
- Energy above the lowest of the compared OMol25 structures with the same formula, charge and spin: 2048.8 kJ/mol

Electronic structure analysis, Mulliken charges in units of e: atom 1 (C): -1.070, atom 2 (O): -0.409, atom 3 (C): 0.782, atom 4 (C): -1.127, atom 5 (C): -0.636, atom 6 (C): 0.664, atom 7 (C): -0.326, atom 8 (C): -0.336, atom 9 (H): 0.424, atom 10 (H): 0.222, atom 11 (N): -0.501, atom 12 (H): 0.312, atom 13 (C): -0.446, atom 14 (C): -0.734, atom 15 (N): 0.443, atom 16 (C): 0.356, atom 17 (O): -0.629, atom 18 (C): 0.359, atom 19 (C): -0.018, atom 20 (C): -1.363, atom 21 (C): 0.433, atom 22 (C): -0.279, atom 23 (C): -0.543, atom 24 (H): 0.831, atom 25 (H): 0.069, atom 26 (C): 0.670, atom 27 (O): -0.381, atom 28 (C): -1.286, atom 29 (H): 0.302, atom 30 (H): 0.271, atom 31 (H): 0.376, atom 32 (H): 0.865, atom 33 (H): 0.019, atom 34 (C): -0.896, atom 35 (H): 0.358, atom 36 (C): -1.248, atom 37 (C): -2.173, atom 38 (H): 1.313, atom 39 (H): 0.341, atom 40 (H): 0.253, atom 41 (H): 1.021, atom 42 (H): 0.510, atom 43 (H): 0.141, atom 44 (H): 0.229, atom 45 (H): 0.890, atom 46 (H): 0.162, atom 47 (H): 0.660, atom 48 (H): 0.501, atom 49 (H): 0.335, atom 50 (H): 0.290

---

Record 3
C21H24N2O4 | wB97M-V/def2-TZVPD

Atoms and positions in Å:
1 C -3.3669 -1.7870 -1.9471
2 C -4.0081 -1.9164 -0.7129
3 H -3.8202 -2.7845 -0.2655
4 H -5.1809 -1.7945 -0.8856
5 O -3.6637 -1.1218 0.0852
6 C -4.2064 0.2148 0.1787
7 O -5.0950 0.5126 -0.4821
8 C -3.5069 1.2619 1.0109
9 C -3.4582 2.6880 0.4637
10 C -2.0037 2.8401 -0.1150
11 C -1.6069 1.7936 -0.7185
12 N -1.4146 0.6909 0.1919
13 C -0.4194 -0.5729 -0.0905
14 O 0.1118 -0.4248 -1.0276
15 C -0.1489 -1.3922 1.0389
16 N 1.0167 -2.0919 1.0041
17 C 1.2753 -3.5411 0.7166
18 C 2.5139 -3.6856 0.4060
19 C 3.3144 -2.2956 0.2382
20 C 2.2503 -1.3783 0.7555
21 C 2.4111 -0.0007 0.7094
22 O 1.5647 0.8107 1.5840
23 C 3.6709 0.6830 0.2176
24 C 3.9787 0.2515 -0.9567
25 C 5.1570 0.9366 -1.9600
26 C 6.0048 1.7140 -1.0326
27 C 5.5623 1.8867 0.2553
28 C 4.4634 1.6841 0.8109
29 H 4.0406 1.7794 1.9477
30 H 6.1735 2.7616 0.8673
31 H 6.8096 2.2339 -1.5325
32 H 5.4064 0.4591 -2.8494
33 H 3.4621 -0.4619 -1.6553
34 H 4.2262 -2.3636 0.0715
35 H 2.9436 -4.6598 0.1202
36 H 0.4583 -3.8573 0.8070
37 H -0.9214 -2.1013 1.0710
38 H -0.0362 -0.8053 2.3711
39 C -2.1090 0.7716 1.5198
40 H -1.7268 1.5595 2.2891
41 H -2.1022 -0.3158 2.1572
42 H -0.7442 1.8164 -1.0304
43 H -2.3828 1.1801 -1.4304
44 H -2.1698 3.5151 -0.8459
45 H -1.4130 3.2820 0.5562
46 H -3.4025 3.3353 1.3352
47 H -4.1241 2.6707 -0.1297
48 H -3.9902 1.0850 2.0625
49 H -3.6596 -0.7655 -2.6315
50 H -3.8179 -2.5514 -2.6283
51 H -2.3161 -1.7490 -1.9152

Computed properties:
- HOMO level: -0.2767 Eh
- E: -1224.33184 a.u.
- Multiplicity: 1
- Lowest unoccupied orbital energy: -0.8837 eV
- Energy above the lowest of the compared OMol25 structures with the same formula, charge and spin: 2274.4 kJ/mol

Electronic structure analysis, Mulliken charges in units of e: atom 1 (C): -1.010, atom 2 (C): -0.287, atom 3 (H): 0.430, atom 4 (H): 0.264, atom 5 (O): -0.236, atom 6 (C): 0.035, atom 7 (O): -0.514, atom 8 (C): 0.557, atom 9 (C): -1.484, atom 10 (C): -1.784, atom 11 (C): -0.600, atom 12 (N): 0.435, atom 13 (C): 0.355, atom 14 (O): -0.464, atom 15 (C): -1.038, atom 16 (N): 0.172, atom 17 (C): -0.668, atom 18 (C): -0.664, atom 19 (C): -1.209, atom 20 (C): 0.095, atom 21 (C): 1.075, atom 22 (O): -0.671, atom 23 (C): 0.624, atom 24 (C): -0.651, atom 25 (C): -0.885, atom 26 (C): -0.229, atom 27 (C): -0.340, atom 28 (C): -0.057, atom 29 (H): 0.217, atom 30 (H): 0.161, atom 31 (H): 0.370, atom 32 (H): 0.419, atom 33 (H): 0.371, atom 34 (H): 0.795, atom 35 (H): 0.359, atom 36 (H): 0.768, atom 37 (H): 0.559, atom 38 (H): 0.229, atom 39 (C): -0.880, atom 40 (H): 0.094, atom 41 (H): 0.448, atom 42 (H): 1.012, atom 43 (H): 0.182, atom 44 (H): 0.496, atom 45 (H): 0.584, atom 46 (H): 0.266, atom 47 (H): 1.143, atom 48 (H): 0.337, atom 49 (H): 0.166, atom 50 (H): 0.435, atom 51 (H): 0.217

---

Record 4
C21H24N2O5 | wB97M-V/def2-TZVPD

Atoms and positions in Å:
1 O -4.1900 -2.9583 1.2563
2 C -3.5445 -2.2906 0.4769
3 C -2.0787 -2.5964 0.1314
4 O -1.3304 -1.4944 0.6124
5 C -0.0159 -1.4049 0.3270
6 C 0.7075 -2.3253 -0.4408
7 C 2.0458 -2.1198 -0.6822
8 C 2.7119 -0.9991 -0.1792
9 C 4.0929 -0.6966 -0.3750
10 C 4.6313 0.4334 0.1441
11 C 3.8603 1.3808 0.9127
12 O 4.2565 2.4164 1.3889
13 O 2.5382 1.0438 1.1093
14 C 1.9802 -0.0775 0.5969
15 C 0.6351 -0.2921 0.8525
16 C 6.0819 0.5731 -0.1999
17 C 6.4463 -0.8207 -0.7423
18 C 5.1131 -1.4803 -1.1422
19 N -3.9982 -1.2143 -0.1772
20 C -5.2801 -0.6170 0.0990
21 C -5.1425 0.8518 0.5068
22 C -4.5973 1.7339 -0.6327
23 N -3.1976 2.0605 -0.5019
24 C -2.7680 3.2472 0.2056
25 C -1.2414 3.1197 0.2382
26 C -0.9301 2.2207 -0.9568
27 C -2.2063 1.4314 -1.1568
28 O -2.3415 0.4082 -1.8066
29 H -1.9738 -2.6970 -0.9558
30 H -1.7732 -3.5245 0.6279
31 H 0.2256 -3.2007 -0.8444
32 H 2.5979 -2.8329 -1.2749
33 H 0.0865 0.4021 1.4668
34 H 6.2073 1.3501 -0.9583
35 H 6.6775 0.8624 0.6650
36 H 6.9179 -1.4064 0.0473
37 H 7.1397 -0.7645 -1.5789
38 H 4.9193 -1.3779 -2.2134
39 H 5.0870 -2.5422 -0.8981
40 H -3.3847 -0.7237 -0.8271
41 H -5.9218 -0.6922 -0.7871
42 H -5.7331 -1.1953 0.9083
43 H -6.1255 1.2143 0.8086
44 H -4.4771 0.9217 1.3686
45 H -4.7260 1.2195 -1.5897
46 H -5.1490 2.6777 -0.6728
47 H -3.0883 4.1449 -0.3403
48 H -3.2094 3.2782 1.2047
49 H -0.9258 2.6338 1.1611
50 H -0.7476 4.0867 0.1780
51 H -0.7509 2.7999 -1.8656
52 H -0.0779 1.5628 -0.8006

Computed properties:
- SMILES: O=C(COc1ccc2c3c(c(=O)oc2c1)CCC3)NCCCN1CCCC1=O
- HOMO level: -0.3045 Eh
- E: -1300.40788 a.u.
- Multiplicity: 1
- Lowest unoccupied orbital energy: 0.2422 eV
- Energy above the lowest of the compared OMol25 structures with the same formula, charge and spin: 91.0 kJ/mol

Electronic structure analysis, Mulliken charges in units of e: atom 1 (O): -0.688, atom 2 (C): 0.410, atom 3 (C): -0.760, atom 4 (O): -0.309, atom 5 (C): 0.657, atom 6 (C): -0.796, atom 7 (C): -1.148, atom 8 (C): 0.357, atom 9 (C): 1.084, atom 10 (C): 0.568, atom 11 (C): 0.010, atom 12 (O): -0.662, atom 13 (O): -0.597, atom 14 (C): -0.366, atom 15 (C): 0.087, atom 16 (C): -0.865, atom 17 (C): -0.720, atom 18 (C): -0.739, atom 19 (N): 0.005, atom 20 (C): -0.984, atom 21 (C): -0.499, atom 22 (C): -1.089, atom 23 (N): 0.307, atom 24 (C): -0.694, atom 25 (C): -0.486, atom 26 (C): -0.302, atom 27 (C): 0.509, atom 28 (O): -0.849, atom 29 (H): 0.435, atom 30 (H): 0.526, atom 31 (H): 0.477, atom 32 (H): 0.429, atom 33 (H): 0.621, atom 34 (H): 0.286, atom 35 (H): 0.303, atom 36 (H): 0.311, atom 37 (H): 0.314, atom 38 (H): 0.320, atom 39 (H): 0.373, atom 40 (H): 0.159, atom 41 (H): 0.300, atom 42 (H): 0.482, atom 43 (H): 0.335, atom 44 (H): 0.332, atom 45 (H): 0.486, atom 46 (H): 0.497, atom 47 (H): 0.314, atom 48 (H): 0.355, atom 49 (H): 0.165, atom 50 (H): 0.382, atom 51 (H): 0.390, atom 52 (H): -0.033

---

Record 5
C21H24N2O5S | wB97M-V/def2-TZVPD

Atoms and positions in Å:
1 C 5.5971 -0.7678 1.4141
2 N 4.8201 -0.2844 0.2996
3 C 4.3288 1.0198 0.2978
4 C 3.7404 1.5301 -0.8604
5 C 3.2232 2.8104 -0.8786
6 C 3.2903 3.6156 0.2468
7 C 3.8966 3.1258 1.3890
8 C 4.4107 1.8416 1.4220
9 S 4.0042 -1.4379 -0.6321
10 O 4.2298 -1.1998 -2.0251
11 O 4.3763 -2.7194 -0.1095
12 C 2.2875 -1.1109 -0.2449
13 C 1.3998 -0.7154 -1.2258
14 C 0.0850 -0.4412 -0.8986
15 C -0.3388 -0.5666 0.4239
16 N -1.6463 -0.3007 0.8244
17 C -2.7162 0.0888 0.0671
18 O -2.6686 0.3141 -1.1200
19 C -4.0012 0.2034 0.8765
20 C -4.5063 -1.1958 1.2560
21 C -5.8287 -1.0935 2.0092
22 C -6.8689 -0.4042 1.1336
23 C -6.3985 0.9969 0.7598
24 C -5.0400 0.9690 0.0448
25 C -5.1860 0.3698 -1.3434
26 O -5.3676 -0.7897 -1.6061
27 O -5.1887 1.3255 -2.2755
28 C 0.5684 -0.9790 1.4038
29 C 1.8789 -1.2509 1.0678
30 H 5.0330 -0.7576 2.3530
31 H 5.8747 -1.7932 1.1843
32 H 6.4985 -0.1637 1.5250
33 H 3.7179 0.9227 -1.7482
34 H 2.7710 3.1848 -1.7847
35 H 2.8866 4.6163 0.2290
36 H 3.9717 3.7458 2.2706
37 H 4.8782 1.4897 2.3273
38 H 1.7484 -0.6324 -2.2425
39 H -0.6171 -0.1329 -1.6546
40 H -1.8212 -0.4485 1.8093
41 H -3.8039 0.7735 1.7929
42 H -4.6569 -1.7729 0.3436
43 H -3.7635 -1.7110 1.8702
44 H -6.1720 -2.0933 2.2790
45 H -5.6877 -0.5242 2.9325
46 H -7.8228 -0.3404 1.6603
47 H -7.0172 -0.9925 0.2276
48 H -7.1337 1.4835 0.1164
49 H -6.2955 1.5998 1.6659
50 H -4.6918 1.9957 -0.1035
51 H -5.2567 0.9317 -3.1594
52 H 0.2397 -1.0870 2.4277
53 H 2.5862 -1.5840 1.8104

Computed properties:
- SMILES: CN(c1ccccc1)S(=O)(=O)c1ccc(NC(=O)[C@@H]2CCCC[C@@H]2C(=O)O)cc1
- HOMO level: -0.3130 Eh
- E: -1698.57470 a.u.
- Multiplicity: 1
- Lowest unoccupied orbital energy: 0.3779 eV
- Energy above the lowest of the compared OMol25 structures with the same formula, charge and spin: 75.6 kJ/mol

Electronic structure analysis, Mulliken charges in units of e: atom 1 (C): -1.216, atom 2 (N): -0.054, atom 3 (C): 0.290, atom 4 (C): -0.050, atom 5 (C): -0.700, atom 6 (C): -0.556, atom 7 (C): -0.629, atom 8 (C): -0.524, atom 9 (S): 1.372, atom 10 (O): -0.683, atom 11 (O): -0.754, atom 12 (C): 0.124, atom 13 (C): -0.551, atom 14 (C): -0.501, atom 15 (C): 0.832, atom 16 (N): -0.012, atom 17 (C): 0.270, atom 18 (O): -0.679, atom 19 (C): -0.399, atom 20 (C): -0.731, atom 21 (C): -0.804, atom 22 (C): -0.580, atom 23 (C): -1.205, atom 24 (C): 0.179, atom 25 (C): 0.193, atom 26 (O): -0.568, atom 27 (O): -0.475, atom 28 (C): -1.038, atom 29 (C): -0.670, atom 30 (H): 0.403, atom 31 (H): 0.347, atom 32 (H): 0.431, atom 33 (H): 0.754, atom 34 (H): 0.400, atom 35 (H): 0.397, atom 36 (H): 0.377, atom 37 (H): 0.391, atom 38 (H): 0.474, atom 39 (H): 0.571, atom 40 (H): 0.228, atom 41 (H): 0.634, atom 42 (H): 0.308, atom 43 (H): 0.409, atom 44 (H): 0.373, atom 45 (H): 0.358, atom 46 (H): 0.342, atom 47 (H): 0.359, atom 48 (H): 0.387, atom 49 (H): 0.445, atom 50 (H): 0.576, atom 51 (H): 0.383, atom 52 (H): 0.355, atom 53 (H): 0.418